Formula: C10H23Cl10NOPS
Source: the OMol25 dataset
Level of theory: the ωB97M-V functional and the def2-TZVPD basis

Geometry (Å):
C -0.9606 2.2435 -1.4649
O -2.2244 1.6297 -1.6060
C -2.3275 0.4073 -0.8792
C -1.3919 -0.7001 -1.3823
C -0.2046 -1.0205 -0.4600
C 1.1203 -1.1903 -1.1999
N 1.0341 -2.2376 -2.1698
P 1.8659 -2.1880 -3.5163
S 3.6176 -3.0962 -3.7882
H -0.1424 1.5197 -1.4950
H -0.8988 2.8007 -0.5182
H -0.8276 2.9439 -2.2885
H -2.1351 0.6152 0.1848
H -3.3759 0.1210 -0.9651
H -1.0021 -0.3924 -2.3558
H -1.9756 -1.6017 -1.5627
H -0.1035 -0.2351 0.2992
H -0.4000 -1.9550 0.0715
H 1.3874 -0.2073 -1.6475
H 1.8950 -1.3903 -0.4376
H 1.0276 -2.6218 -4.5684
H 2.0157 -0.8169 -3.8923
C -2.5847 3.8331 -4.8395
Cl -3.1449 3.7772 -6.5190
Cl -1.2899 5.0155 -4.6003
H -3.4215 4.1196 -4.2150
H -2.2082 2.8554 -4.5628
C 0.3013 -0.4176 3.9409
Cl 0.6195 -1.8184 2.9199
Cl -1.0696 0.5511 3.3803
H 0.0779 -0.7714 4.9414
H 1.1850 0.2092 3.9298
C -2.0671 -3.7602 4.5142
Cl -1.2060 -3.5447 6.0496
Cl -3.1309 -2.3986 4.1545
H -1.3255 -3.8237 3.7280
H -2.6657 -4.6598 4.5857
C 3.7667 -3.6070 4.5272
Cl 2.3478 -4.6003 4.1889
Cl 3.3840 -1.9842 5.1324
H 4.3451 -4.1069 5.2940
H 4.3308 -3.4968 3.6091
C 1.6328 5.2129 -0.7829
Cl 1.9750 3.9895 -2.0030
Cl 0.2555 6.2483 -1.2023
H 1.3920 4.7070 0.1445
H 2.5068 5.8432 -0.6732

Computed properties:
LUMO energy (eV): 1.99
Kohn-Sham gap (eV): 5.74
Net charge: -1
HOMO level (eV): -3.747
DFT total energy (hartree): -5866.28718
Maximum force (eV/Å): 0.38

List of natural (NBO) charges in e, atom by atom: -0.2611 -0.5558 -0.0567 -0.4537 -0.3972 -0.1976 -1.1360 1.1801 -0.8167 0.1858 0.1525 0.1833 0.1526 0.1766 0.2222 0.2152 0.1761 0.1981 0.1311 0.1530 -0.1112 -0.1453 -0.3904 -0.0391 -0.0291 0.2209 0.2362 -0.3993 -0.0131 -0.0301 0.2226 0.2207 -0.3943 -0.0424 -0.0197 0.2374 0.2181 -0.3901 -0.0146 -0.0399 0.2170 0.2305 -0.3975 -0.0027 -0.0349 0.2215 0.2172